[1]
ORCA calculation (wB97M-V/def2-TZVPD) on a structure of composition C30H55F4N12O8S4 at a distorted geometry.

Element x y z (Å)
C  0.8867  -4.7677  -7.1171
C  1.8194  -4.1830  -6.1526
N  2.1493  -5.1440  -5.0297
C  1.7649  -6.4833  -4.8998
C  2.0242  -6.8799  -3.6516
N  2.6018  -5.8028  -3.0061
C  2.6876  -4.7482  -3.8397
C  2.7110  -5.8631  -1.5396
H  1.3696  -5.6240  -7.6066
H  0.7207  -3.9841  -7.8653
H  -0.0511  -5.0515  -6.6413
H  1.4773  -3.2833  -5.7178
H  2.8210  -4.1006  -6.6171
H  1.1691  -6.9158  -5.6707
H  1.7966  -7.8060  -3.1195
H  3.0226  -3.8006  -3.5716
H  1.7162  -5.8214  -1.0385
H  3.4438  -5.1571  -1.2464
H  3.1410  -6.8740  -1.3435
C  5.7875  3.5388  -0.8894
C  5.7146  2.1352  -0.2447
N  6.4103  2.0845  0.9889
C  5.7214  2.0578  2.1253
C  6.5703  1.7657  3.1616
N  7.7287  1.4938  2.5424
C  7.6437  1.6665  1.2244
C  9.0050  0.9503  3.0749
H  5.2294  3.5072  -1.8251
H  6.8228  3.8249  -0.9988
H  5.3424  4.3072  -0.2122
H  6.0662  1.3632  -0.9520
H  4.6880  1.8224  0.0228
H  4.7305  2.4130  2.2537
H  6.4927  1.7245  4.1882
H  8.4199  1.3759  0.4905
H  9.5833  1.7523  3.5537
H  9.6738  0.5934  2.2680
H  8.8186  0.0979  3.6721
C  -3.9474  0.4551  2.9788
C  -3.2713  1.7812  2.8583
N  -3.9664  2.8979  3.7513
C  -4.5255  4.0340  3.3223
C  -5.0200  4.7061  4.4374
N  -4.7802  3.8973  5.5110
C  -4.2006  2.7313  5.0631
C  -5.3888  4.1450  6.8361
H  -4.9693  0.3511  2.5903
H  -4.0226  -0.0061  3.9505
H  -3.3350  -0.2467  2.4212
H  -3.4064  2.2011  1.8991
H  -2.2390  1.7802  3.1886
H  -4.5064  4.3056  2.2497
H  -5.3992  5.6885  4.6293
H  -3.7056  1.9765  5.6607
H  -5.7129  5.2067  6.9084
H  -4.7634  4.0187  7.7231
H  -6.1922  3.4360  6.9535
C  -6.0831  -4.8748  -0.9954
C  -4.5857  -5.1400  -0.7606
N  -4.0573  -4.6246  0.5120
C  -4.7924  -4.8279  1.6349
C  -4.0666  -4.2834  2.6695
N  -2.8898  -3.8269  2.1363
C  -2.9239  -3.9600  0.7830
C  -1.8531  -3.2401  2.9237
H  -6.6414  -5.5554  -0.3909
H  -6.3003  -5.0790  -2.0569
H  -6.3599  -3.8320  -0.8189
H  -3.9499  -4.7589  -1.5820
H  -4.3789  -6.2274  -0.7241
H  -5.7434  -5.3650  1.5800
H  -4.2674  -4.2573  3.6991
H  -2.1915  -3.6296  0.0068
H  -2.2955  -2.7487  3.7349
H  -1.3189  -2.5730  2.2554
H  -1.2424  -3.9654  3.3710
C  -1.7410  4.5631  -5.5690
C  -2.1768  3.9022  -4.3395
N  -1.0941  3.8748  -3.2446
C  -0.8342  2.8099  -2.4124
C  -0.1596  3.3686  -1.3612
N  -0.0643  4.7226  -1.5928
C  -0.6304  4.9872  -2.7194
C  0.6626  5.6559  -0.7236
H  -1.2447  5.5194  -5.3959
H  -2.6678  4.6848  -6.2173
H  -1.0538  3.8289  -6.0262
H  -2.3926  2.8407  -4.5536
H  -3.0959  4.4038  -3.9553
H  -1.1181  1.7768  -2.6184
H  0.1897  2.8741  -0.4822
H  -0.5511  5.9613  -3.1651
H  0.7541  6.6519  -1.1207
H  1.6641  5.1797  -0.4786
H  0.0562  5.7328  0.2099
N  0.1988  3.3403  2.0138
S  -0.8172  4.4290  2.6136
O  -0.4484  5.7552  2.3993
O  -1.3802  4.1041  3.8603
F  -1.8923  4.1634  1.4963
S  1.3407  2.5521  2.7301
O  1.8357  3.0781  3.9870
O  2.3680  2.1843  1.7835
F  0.7513  1.1958  3.0070
N  1.3907  -2.2808  -1.4876
S  -0.0113  -2.6344  -1.9992
O  0.0318  -3.1971  -3.3657
O  -1.2188  -2.0153  -1.6636
F  -0.4119  -4.2272  -1.1508
S  1.3123  -1.6681  0.1006
O  0.1535  -0.9626  0.2467
O  2.5359  -1.0697  0.3785
F  1.3318  -2.8594  1.1358

Energy above the lowest of the compared OMol25 structures with the same formula, charge and spin: 19.5 kcal per mole
E_LUMO: -5.05 eV
Max |F|: 7.4 eV/Å
Total charge: +3
Orbital gap: 10.0287 eV
Multiplicity: 1

[2]
ORCA calculation (wB97M-V/def2-TZVPD) on a structure of composition C30H56CoIN9OP.

Element x y z (Å)
Co  -1.2053  0.6889  0.9057
O  -0.7778  1.2907  2.9749
C  -1.6782  1.3057  4.1068
C  -2.8633  0.4376  3.7452
C  -2.4378  -0.9993  3.3817
C  -3.0456  -1.5020  2.1055
C  -3.9020  -2.5965  2.0973
C  -4.4272  -3.0546  0.9042
C  -4.0735  -2.4067  -0.2699
C  -3.2184  -1.3279  -0.1857
N  -2.7146  -0.8645  0.9670
H  0.0580  1.7100  3.2038
H  -1.9808  2.3329  4.3183
H  -1.1450  0.9037  4.9710
H  -3.3951  0.8998  2.9134
H  -3.5567  0.4303  4.5863
H  -2.6881  -1.6850  4.1899
H  -1.3533  -1.0402  3.2600
H  -4.1466  -3.0814  3.0315
H  -5.0970  -3.9028  0.8883
H  -4.4472  -2.7278  -1.2302
H  -2.9090  -0.8194  -1.0875
N  0.2910  -0.3146  0.7323
P  1.7163  -0.8855  0.2316
N  2.2222  -2.0080  1.3080
C  3.4548  -2.7677  1.0151
C  3.1482  -4.2551  0.9481
C  2.6649  -4.7615  2.3151
C  2.0461  -3.6245  3.1352
C  1.2842  -2.6513  2.2508
N  2.9167  0.2157  0.0963
C  2.7952  1.3213  -0.8656
C  2.3574  2.6112  -0.1860
C  3.2856  2.9641  0.9685
C  3.3842  1.7957  1.9405
C  3.8161  0.5296  1.2162
N  1.4390  -1.4405  -1.3002
C  0.2664  -2.3073  -1.4921
C  -0.2604  -2.1789  -2.9146
C  0.8365  -2.4787  -3.9321
C  2.0787  -1.6381  -3.6608
C  2.5360  -1.7954  -2.2201
H  4.2004  -2.5670  1.7903
H  3.8740  -2.4011  0.0757
H  4.0331  -4.8006  0.6206
H  2.3807  -4.4155  0.1855
H  3.4960  -5.1949  2.8707
H  1.9362  -5.5605  2.1746
H  2.8199  -3.0759  3.6769
H  1.3670  -4.0233  3.8895
H  0.8080  -1.8729  2.8460
H  0.4966  -3.1855  1.7068
H  2.0927  1.0347  -1.6487
H  3.7753  1.4558  -1.3348
H  1.3302  2.4859  0.1739
H  2.3315  3.4128  -0.9257
H  2.9469  3.8682  1.4742
H  4.2833  3.1832  0.5772
H  2.4077  1.6117  2.4075
H  4.0909  2.0104  2.7431
H  3.8490  -0.3202  1.8927
H  4.8186  0.6625  0.7973
H  -0.4983  -2.0406  -0.7583
H  0.5536  -3.3504  -1.3033
H  -0.6435  -1.1640  -3.0756
H  -1.0992  -2.8636  -3.0466
H  0.4729  -2.3069  -4.9453
H  1.0979  -3.5392  -3.8690
H  1.8703  -0.5824  -3.8513
H  2.8887  -1.9305  -4.3290
H  3.4000  -1.1695  -2.0062
H  2.8290  -2.8381  -2.0401
C  0.0599  2.0631  -3.8849
C  -0.9538  2.8364  -3.0534
C  -0.6333  4.3273  -3.0717
C  -2.3704  2.6015  -3.5851
N  -0.8110  2.4332  -1.6335
N  -1.2451  1.1103  -1.3252
H  -0.0006  2.3664  -4.9285
H  -0.1308  0.9877  -3.8536
H  1.0721  2.2517  -3.5302
H  -0.5961  4.6961  -4.0941
H  0.3316  4.5157  -2.6036
H  -1.3953  4.9005  -2.5398
H  -2.4898  3.0775  -4.5565
H  -3.1174  3.0371  -2.9157
H  -2.5951  1.5425  -3.7309
H  -1.3705  3.0641  -1.0694
H  -0.5279  0.4685  -1.6632
H  -2.1094  0.8846  -1.8229
I  -3.4510  6.4547  1.4100
C  -3.3467  4.4343  1.0554
C  -4.3103  3.6222  0.4948
N  -3.7965  2.3801  0.4475
N  -2.5558  2.3308  0.9577
C  -2.2739  3.5759  1.3301
H  -5.3029  3.8393  0.1446
H  -4.2440  1.5354  0.1262
H  -1.3195  3.8184  1.7638

E_LUMO (alpha / beta): -4.75 / -6.64 eV
Max |F|: 0.4 eV/Å
Total charge: +2
Orbital gap (alpha / beta): 9.0210 / 7.1032 eV
Multiplicity: 5
<S²>: 6.015

[3]
ORCA calculation (wB97M-V/def2-TZVPD) on a structure of composition C30H57BBrIN4O9PS at a distorted geometry.

Element x y z (Å)
C  -1.5619  -0.3352  5.3816
C  -0.5157  0.1518  5.0677
C  0.7716  0.7408  4.6945
C  0.6676  1.6181  3.4324
C  1.3826  1.0276  2.2066
C  2.6276  0.1443  2.5093
C  2.3387  -1.3759  2.6284
C  1.9029  -2.0522  1.3095
P  0.1485  -2.3571  1.1132
O  -0.5481  -1.2605  0.4041
O  -0.4172  -2.5828  2.5750
C  -1.6672  -3.2920  2.7080
C  -2.8923  -2.3939  2.5217
O  0.0776  -3.7372  0.3207
C  -0.6285  -3.7422  -0.9437
C  -2.1311  -3.7968  -0.8182
C  1.6972  2.0111  0.9896
C  1.6097  1.1448  -0.2655
C  1.5046  1.7916  -1.6464
O  2.4669  2.1619  -2.2760
N  0.1843  1.8776  -2.1571
C  -0.2598  0.5451  -2.5911
C  0.1215  2.7829  -3.3151
N  3.0152  2.6038  1.2688
C  3.8609  2.7506  0.3966
O  4.6696  2.8323  -0.4060
C  0.6885  3.1623  1.1311
Br  -1.1532  2.6473  0.8299
I  1.0928  4.8095  -0.2622
C  0.9014  3.9009  2.4525
N  0.8424  3.0846  3.7351
C  2.1434  3.3670  4.4551
S  2.3474  5.0428  5.0769
C  3.5203  5.8271  3.9432
C  3.5690  7.3158  4.3287
C  -0.3614  3.6190  4.4588
B  -0.6227  3.2383  5.9867
O  -1.9292  3.0808  6.3206
O  0.3731  3.1569  6.9551
H  -2.4368  -0.7738  5.8025
H  1.0820  1.2916  5.5797
H  1.4714  -0.0845  4.6266
H  -0.3899  1.5909  3.1896
H  0.6494  0.3420  1.7891
H  3.0574  0.4467  3.4637
H  3.3913  0.2054  1.7426
H  1.6182  -1.6114  3.4073
H  3.2846  -1.8344  2.9088
H  2.2617  -1.5649  0.4111
H  2.3469  -3.0489  1.3027
H  -1.6809  -3.6517  3.7333
H  -1.7117  -4.1753  2.0797
H  -3.2340  -2.0539  3.4951
H  -2.6729  -1.5313  1.9032
H  -3.6976  -3.0014  2.1158
H  -0.2982  -2.9351  -1.5895
H  -0.3204  -4.6651  -1.4316
H  -2.5649  -2.8299  -0.5772
H  -2.4044  -4.5602  -0.0929
H  -2.5619  -4.1058  -1.7705
H  2.5064  0.5289  -0.3187
H  0.7779  0.4480  -0.2048
H  -1.3151  0.5741  -2.8534
H  -0.1579  -0.1896  -1.7963
H  0.2849  0.2216  -3.4833
H  0.4897  3.7643  -3.0486
H  0.6638  2.3745  -4.1681
H  -0.9260  2.8557  -3.5997
H  1.8369  4.4329  2.3741
H  0.1453  4.6764  2.4529
H  2.9417  3.1866  3.7387
H  2.3046  2.6939  5.2846
H  4.5052  5.3801  4.0347
H  3.2136  5.7580  2.9016
H  3.7068  7.9429  3.4566
H  2.6174  7.5866  4.7860
H  4.3302  7.4986  5.0797
H  -0.3063  4.7069  4.4808
H  -1.2592  3.3860  3.8944
H  -2.0516  2.5182  7.0934
H  0.4031  2.2665  7.3264
C  0.6038  -3.1043  -7.1468
O  -0.4949  -2.2432  -7.3675
C  -1.4221  -2.6880  -8.3521
C  -2.7004  -3.2282  -7.7436
N  -2.4928  -4.5037  -7.0687
C  -3.5702  -4.9297  -6.1744
C  -4.0570  -3.9889  -5.0758
O  -3.1613  -3.8050  -3.9903
C  -2.0699  -2.9471  -4.2608
H  1.3662  -2.5317  -6.6197
H  0.3403  -3.9664  -6.5235
H  1.0270  -3.4636  -8.0883
H  -0.9596  -3.4135  -9.0274
H  -1.6841  -1.8078  -8.9444
H  -3.4352  -3.3690  -8.5420
H  -3.0848  -2.4546  -7.0671
H  -1.6338  -4.4639  -6.5391
H  -3.2350  -5.8513  -5.6934
H  -4.4336  -5.1938  -6.7938
H  -4.9437  -4.4506  -4.6366
H  -4.3835  -3.0180  -5.4665
H  -2.3612  -2.0994  -4.8855
H  -1.2419  -3.4875  -4.7265
H  -1.7097  -2.5618  -3.3062

E_LUMO: -2.57 eV
Max |F|: 1.5 eV/Å
Total charge: +1
Orbital gap: 7.5673 eV
Multiplicity: 1

[4]
ORCA calculation (wB97M-V/def2-TZVPD) on a cluster of 5 separate species, C30H57ClN5O6 in total at a distorted geometry.

Element x y z (Å)
C  -7.2966  -3.1750  0.0390
C  -5.8101  -2.8472  -0.5207
O  -5.4715  -1.6418  -0.5931
N  -4.9863  -4.0049  -0.9032
C  -4.1419  -3.7453  -2.1131
C  -2.6045  -4.0263  -1.6631
C  -2.0414  -2.9073  -0.6543
C  -0.9106  -2.0782  -1.4411
C  -0.7049  -0.5980  -0.8751
C  0.2458  -0.2999  0.3434
C  1.0274  -1.4508  1.1053
C  0.8506  -1.4519  2.7054
C  -0.5135  -0.7794  3.2312
O  1.0469  -2.7619  3.3202
C  0.3417  1.2312  0.7158
Cl  1.4770  1.7239  2.0954
N  -0.3752  2.2754  0.0700
N  -1.1488  1.9336  -0.9443
N  -1.8262  3.0067  -1.5526
C  -1.4305  0.6477  -1.5130
C  -2.4221  0.5087  -2.7832
N  -3.8823  0.6794  -2.3905
H  -7.4696  -4.3051  -0.1076
H  -7.2749  -2.9096  1.1451
H  -8.0184  -2.5542  -0.5833
H  -4.3853  -4.3294  -0.1355
H  -4.2668  -2.7044  -2.5592
H  -4.4552  -4.5175  -2.9054
H  -1.9710  -3.9887  -2.6276
H  -2.5206  -5.0939  -1.2622
H  -2.8486  -2.2552  -0.1776
H  -1.5246  -3.4815  0.2041
H  0.0735  -2.6645  -1.3027
H  -1.0717  -2.0218  -2.5736
H  2.1393  -1.5074  0.7994
H  0.5772  -2.4495  0.7345
H  1.7039  -0.7983  3.1228
H  -0.8468  -1.4014  4.1441
H  -0.3648  0.2914  3.6300
H  -1.3699  -0.8109  2.4796
H  0.2702  -3.3017  3.0473
H  -1.5342  3.0794  -2.5424
H  -2.8500  2.8520  -1.4736
H  -2.0886  1.2413  -3.5897
H  -2.3493  -0.5459  -3.2437
H  -4.1466  1.5916  -2.8189
H  -3.8337  0.8672  -1.3678
C  -1.8956  4.7345  4.1218
C  -3.0642  4.4205  3.2158
C  -2.8191  2.9607  2.8867
O  -2.1576  2.3835  4.0142
C  -1.7337  3.4388  4.8888
H  -2.0603  5.5958  4.7708
H  -1.0016  4.9255  3.5188
H  -4.0036  4.5266  3.7677
H  -3.1161  5.0557  2.3298
H  -2.1560  2.8533  2.0206
H  -3.7460  2.4170  2.6873
H  -2.3760  3.4193  5.7755
H  -0.7022  3.2640  5.2028
C  5.0342  -2.5880  5.0233
C  6.0711  -1.5548  4.6340
C  5.4896  -1.0005  3.3487
O  4.0648  -1.0998  3.4577
C  3.7446  -1.9198  4.5867
H  5.0439  -2.8432  6.0841
H  5.1920  -3.5065  4.4485
H  6.1162  -0.7680  5.3939
H  7.0747  -1.9640  4.5076
H  5.8005  -1.5959  2.4830
H  5.7722  0.0407  3.1756
H  3.3500  -1.2677  5.3740
H  2.9716  -2.6379  4.3096
C  5.6914  -1.8598  -2.5525
C  6.0724  -2.2827  -1.1504
C  4.7308  -2.2804  -0.4452
O  3.7417  -2.6069  -1.4323
C  4.3465  -2.5367  -2.7317
H  6.4186  -2.1505  -3.3121
H  5.5707  -0.7721  -2.5921
H  6.4837  -3.2970  -1.1678
H  6.8040  -1.6262  -0.6764
H  4.4920  -1.2878  -0.0467
H  4.6855  -3.0037  0.3726
H  4.4640  -3.5606  -3.1022
H  3.6897  -1.9926  -3.4143
C  0.0692  5.9335  -5.3182
C  0.3158  4.8365  -6.3308
C  0.2698  3.5919  -5.4668
O  -0.6334  3.8706  -4.3848
C  -0.9222  5.2786  -4.3775
H  -0.3079  6.8587  -5.7559
H  0.9975  6.1605  -4.7840
H  -0.5001  4.8153  -7.0603
H  1.2560  4.9427  -6.8737
H  1.2514  3.3707  -5.0353
H  -0.0753  2.7127  -6.0159
H  -1.9507  5.4112  -4.7298
H  -0.8510  5.6636  -3.3578

E_LUMO: -4.20 eV
Max |F|: 4.5 eV/Å
Total charge: +1
Orbital gap: 7.0274 eV
Multiplicity: 1

no.,DFT total energy (eV)
1,-120449.729
2,-102482.324
3,-155360.946
4,-64278.310